{
  "formula": "C27H74O10",
  "method": "ωB97M-V with the def2-TZVPD basis set",
  "elements": ["C", "C", "C", "O", "H", "H", "H", "H", "H", "H", "H", "H", "C", "C", "C", "O", "H", "H", "H", "H", "H", "H", "H", "H", "C", "C", "C", "O", "H", "H", "H", "H", "H", "H", "H", "H", "C", "C", "C", "O", "H", "H", "H", "H", "H", "H", "H", "H", "C", "C", "C", "O", "H", "H", "H", "H", "H", "H", "H", "H", "C", "C", "C", "O", "H", "H", "H", "H", "H", "H", "H", "H", "C", "C", "C", "O", "H", "H", "H", "H", "H", "H", "H", "H", "C", "C", "O", "H", "H", "H", "H", "H", "H", "C", "C", "O", "H", "H", "H", "H", "H", "H", "C", "C", "O", "H", "H", "H", "H", "H", "H"],
  "positions_angstrom": [[-2.562210, 1.176297, 5.540920], [-2.134037, 0.100279, 4.512185], [-2.892218, 0.169941, 3.217280], [-0.706168, 0.330038, 4.222183], [-2.458894, 2.143399, 5.055352], [-1.964968, 1.134640, 6.444786], [-3.605989, 0.975284, 5.796743], [-2.304855, -0.899821, 4.920540], [-3.955086, 0.073868, 3.415796], [-2.570302, -0.644809, 2.565983], [-2.687852, 1.104563, 2.686284], [-0.175949, -0.028882, 4.951678], [5.269233, 2.281430, -2.219506], [3.834835, 2.699217, -1.890974], [3.226285, 2.028517, -0.735780], [3.801840, 4.163821, -1.818474], [5.342099, 1.210545, -2.451883], [5.837283, 2.461497, -1.302825], [5.632434, 2.824469, -3.089416], [3.246875, 2.461868, -2.782807], [3.161881, 0.940243, -0.791594], [2.276253, 2.516170, -0.495685], [3.866517, 2.223899, 0.132785], [4.252963, 4.454494, -1.010810], [2.140536, 0.815544, 2.571576], [2.003227, 2.076817, 3.391111], [2.684608, 3.273644, 2.752084], [0.628598, 2.467040, 3.562103], [3.192177, 0.543806, 2.483187], [1.782699, 1.017862, 1.564141], [1.508759, 0.056016, 3.019125], [2.544536, 1.934029, 4.327017], [3.747885, 3.193230, 2.539824], [2.555160, 4.182480, 3.346081], [2.103915, 3.440205, 1.841927], [0.062724, 1.716524, 3.805531], [4.539651, -3.143641, -4.072189], [4.530225, -2.160781, -2.953359], [3.149709, -1.793665, -2.455780], [5.314249, -2.615125, -1.840666], [3.997957, -2.750559, -4.931346], [3.992062, -4.008356, -3.691693], [5.561707, -3.366570, -4.379886], [5.114304, -1.275500, -3.185911], [2.739400, -2.735619, -2.063990], [2.468135, -1.371038, -3.194770], [3.238289, -1.139203, -1.598398], [4.977878, -3.498328, -1.635792], [-0.553834, -1.390082, -4.488983], [-1.749930, -2.195366, -4.841093], [-2.168963, -3.248951, -3.828540], [-2.858354, -1.343213, -5.145693], [-0.209134, -0.734730, -5.293363], [0.244557, -2.065476, -4.192206], [-0.818952, -0.798362, -3.606206], [-1.540598, -2.647755, -5.810533], [-2.944924, -3.889646, -4.251274], [-2.628607, -2.636736, -3.045806], [-1.373816, -3.831799, -3.367078], [-3.116675, -0.949495, -4.276716], [0.828628, -3.003687, 3.248805], [1.735479, -3.063271, 2.054737], [2.897744, -4.036036, 2.178431], [1.022474, -3.494583, 0.898512], [0.164558, -2.149357, 3.244464], [1.366893, -3.039823, 4.198271], [0.253618, -3.926588, 3.189817], [2.143537, -2.057224, 1.908952], [3.542923, -3.779049, 3.023819], [3.456595, -3.943120, 1.250538], [2.515401, -5.045952, 2.306881], [0.190506, -2.987272, 0.763732], [-1.082425, 2.864155, 0.659314], [-0.907763, 4.399680, 0.849041], [-1.975075, 5.213038, 0.180671], [-0.913605, 4.705408, 2.253188], [-1.128951, 2.468213, -0.356016], [-2.059369, 2.665448, 1.102938], [-0.283038, 2.396847, 1.233055], [0.006258, 4.694259, 0.328932], [-1.827597, 6.262537, 0.465149], [-2.971237, 5.021270, 0.574677], [-1.848574, 5.200183, -0.896887], [-0.367440, 4.066996, 2.760542], [-3.654386, 1.933974, -1.309270], [-3.147896, 1.325177, -2.589892], [-3.716565, -0.001945, -2.778762], [-3.491670, 1.251787, -0.478015], [-4.736097, 2.079668, -1.387891], [-3.158923, 2.869074, -1.086236], [-2.081808, 1.101297, -2.486784], [-3.315227, 1.951894, -3.467063], [-4.670606, 0.077747, -2.915163], [0.020896, -0.477530, -0.725262], [-1.374774, -0.912787, -0.287231], [-1.265909, -2.180373, 0.395874], [0.672608, -0.273842, 0.120000], [-0.060273, 0.362993, -1.412183], [0.452860, -1.276387, -1.338777], [-2.034997, -0.979683, -1.156462], [-1.735694, -0.106016, 0.355899], [-2.085072, -2.557298, 0.772416], [-5.015898, -1.129282, 0.298459], [-4.553004, -2.510161, -0.087481], [-3.852045, -3.050672, 1.106860], [-4.174854, -0.613207, 0.765075], [-5.851923, -1.159629, 0.988077], [-5.339362, -0.567742, -0.581399], [-3.835317, -2.480737, -0.907862], [-5.430626, -3.127150, -0.289612], [-3.912061, -4.009359, 1.135957]],
  "forces_ev_per_angstrom": [[-0.3, -1.0, -1.0], [0.6, 0.9, 0.8], [0.4, 0.1, -0.4], [-0.8, -1.1, 0.3], [-0.1, 0.2, 0.2], [0.1, 0.0, 0.1], [0.0, 0.3, 0.1], [0.5, 0.0, 0.1], [-0.2, 0.0, -0.1], [-0.1, -0.1, 0.0], [-0.1, 0.0, 0.2], [-0.3, 0.1, -0.2], [-0.5, -0.5, 0.6], [0.7, 0.9, -2.4], [0.1, 0.3, 1.9], [-0.2, -1.0, 0.4], [-0.1, 0.1, 0.1], [0.5, 0.1, -0.3], [0.1, 0.2, 0.3], [-0.2, 0.3, 0.0], [-0.2, 0.2, -0.4], [-0.1, -0.4, -0.1], [0.0, -0.1, 0.2], [-0.1, -0.3, -0.2], [-0.2, 0.6, -0.2], [0.4, 0.7, 0.1], [-0.9, 0.6, -0.4], [1.0, 0.5, -0.1], [-0.1, -0.3, 0.2], [-0.2, -0.1, -0.2], [0.2, -0.5, -0.1], [-0.5, -0.2, 0.6], [0.0, -0.4, -0.1], [-0.1, -0.2, 0.2], [0.4, 0.2, -0.3], [0.1, -0.2, 0.0], [-0.2, 0.0, -0.2], [0.9, 1.4, 0.7], [0.0, -0.8, 0.3], [-0.3, -0.8, 0.0], [-0.1, 0.0, -0.1], [0.2, -0.4, -0.4], [-0.1, -0.3, 0.1], [-0.2, 0.4, -0.6], [-0.4, 0.2, -0.1], [0.1, 0.0, -0.1], [0.0, 0.3, 0.1], [0.2, 0.0, 0.3], [0.4, 0.3, 1.0], [-0.5, -0.5, -1.9], [-0.4, 0.8, 0.3], [-0.1, 0.1, 1.1], [-0.2, -0.1, 0.1], [0.3, 0.0, 0.0], [0.3, 0.2, 0.0], [0.0, -0.4, 0.0], [0.1, 0.0, 0.1], [-0.1, -0.4, 0.4], [0.1, 0.0, -0.2], [0.0, -0.1, -0.8], [-0.1, -0.9, 0.5], [0.2, 0.2, -0.5], [-0.2, 0.5, 0.2], [0.0, 0.2, 0.0], [-0.2, 0.2, -0.1], [0.1, 0.2, 0.0], [-0.4, 0.0, 0.3], [0.1, 0.1, -0.3], [0.0, 0.0, -0.1], [0.2, -0.3, 0.0], [0.1, -0.1, -0.1], [0.5, -0.1, 0.2], [-0.3, 1.0, 0.6], [0.1, -1.1, -0.1], [0.0, 1.3, 0.7], [0.2, -0.2, -0.5], [0.4, 0.4, -0.1], [0.1, -0.4, 0.2], [-0.2, -0.4, -0.1], [0.6, 0.1, 0.5], [0.2, 0.0, 0.0], [-0.2, -0.5, -0.4], [-0.5, -0.4, -0.2], [-0.2, 0.2, -0.5], [-0.6, -0.2, -0.1], [0.3, -1.0, 0.3], [-0.2, 0.5, -0.1], [0.1, 0.0, 0.0], [0.0, 0.3, 0.1], [-0.1, 0.3, 0.0], [0.0, 0.3, -0.2], [0.0, 0.0, 0.0], [0.2, 0.1, 0.0], [-0.4, -1.0, -0.7], [0.5, -0.1, 0.3], [0.1, 0.5, -0.2], [0.0, 0.1, 0.0], [0.1, 0.4, 0.3], [0.1, 0.0, 0.3], [0.0, -0.2, 0.1], [-0.4, -0.2, 0.3], [-0.2, 0.6, -0.3], [0.2, 0.2, -0.2], [0.2, -0.4, 1.4], [-0.4, 0.5, -0.7], [-0.2, 0.2, 0.0], [0.0, -0.1, 0.2], [0.1, 0.0, 0.1], [-0.2, -0.1, -0.1], [0.3, -0.2, -0.3], [-0.1, -0.1, -0.2]],
  "orbital_gap_ev": 9.896,
  "e_above_lowest_ev": 1.766,
  "lumo_energy_ev": 0.38
}

=====

{
  "formula": "C27H76O21S5",
  "method": "ωB97M-V with the def2-TZVPD basis set",
  "elements": ["C", "C", "O", "S", "C", "O", "O", "H", "H", "H", "H", "H", "H", "H", "H", "C", "C", "O", "S", "C", "O", "O", "H", "H", "H", "H", "H", "H", "H", "H", "C", "C", "O", "S", "C", "O", "O", "H", "H", "H", "H", "H", "H", "H", "H", "C", "C", "O", "S", "C", "O", "O", "H", "H", "H", "H", "H", "H", "H", "H", "C", "C", "O", "S", "C", "O", "O", "H", "H", "H", "H", "H", "H", "H", "H", "C", "C", "O", "H", "H", "H", "H", "H", "H", "C", "C", "O", "H", "H", "H", "H", "H", "H", "C", "C", "O", "H", "H", "H", "H", "H", "H", "C", "C", "O", "H", "H", "H", "H", "H", "H", "C", "C", "O", "H", "H", "H", "H", "H", "H", "C", "C", "O", "H", "H", "H", "H", "H", "H"],
  "positions_angstrom": [[4.178029, 2.626574, 2.993623], [2.915027, 3.394148, 2.545026], [3.196406, 4.356436, 1.541753], [2.063307, 5.604569, 1.255349], [2.805703, 6.997247, 2.280679], [2.162457, 5.913432, -0.210782], [0.778114, 5.317817, 1.779229], [4.496604, 2.017160, 2.147912], [4.041696, 2.127820, 3.953186], [4.953256, 3.387410, 3.084458], [2.259728, 2.702554, 2.015521], [2.477013, 3.755510, 3.475429], [2.445875, 6.613874, 3.235479], [2.432533, 7.953825, 1.914906], [3.891472, 7.043515, 2.196692], [-1.595763, 5.496206, 7.618618], [-2.314666, 5.978440, 6.430497], [-3.511971, 5.291214, 6.601811], [-4.680643, 5.538205, 5.420346], [-3.671112, 4.947382, 3.904394], [-5.772333, 4.602089, 5.714143], [-4.935094, 6.982099, 5.366289], [-1.475604, 4.413492, 7.655990], [-2.138693, 5.819207, 8.506873], [-0.552508, 5.807374, 7.672349], [-2.372406, 7.066044, 6.386903], [-1.790473, 5.614682, 5.546751], [-3.091595, 5.841562, 3.674802], [-4.317834, 4.609728, 3.094556], [-3.078338, 4.091128, 4.226179], [4.347861, -3.261636, -0.396331], [3.551873, -4.574961, -0.685026], [4.380871, -5.668094, -0.473649], [3.763256, -7.090559, 0.113738], [2.472555, -7.545703, -1.288038], [4.889805, -8.028151, -0.026867], [3.233631, -6.825077, 1.437524], [5.335115, -3.293135, -0.857217], [4.626990, -3.111214, 0.646532], [3.817541, -2.355193, -0.688288], [2.827284, -4.676766, 0.122864], [3.197244, -4.691412, -1.709128], [1.751211, -6.730259, -1.235046], [1.964571, -8.484044, -1.065372], [2.969085, -7.828798, -2.216168], [-5.742219, -3.609939, -3.107085], [-4.676528, -4.253822, -3.940863], [-3.981212, -5.220452, -3.184045], [-3.556852, -6.644919, -3.823357], [-5.201064, -7.500442, -4.067503], [-3.078574, -6.296285, -5.186433], [-2.793716, -7.355152, -2.800352], [-5.397950, -3.243942, -2.139815], [-6.446323, -4.438779, -3.033914], [-6.213654, -2.743433, -3.570799], [-5.120594, -4.645002, -4.856225], [-3.927267, -3.499562, -4.181257], [-5.082426, -8.568312, -4.251023], [-5.611627, -6.906909, -4.884352], [-5.825599, -7.332794, -3.190018], [10.775904, 4.635063, -0.636081], [9.265088, 4.566418, -0.223696], [8.566748, 4.329081, -1.474277], [7.045034, 4.996340, -1.689719], [6.001128, 3.459601, -1.803667], [6.653393, 5.763202, -0.518379], [7.011098, 5.639352, -3.031174], [11.425313, 4.235041, 0.142609], [11.016547, 5.696854, -0.688962], [11.005805, 4.189367, -1.603861], [9.143619, 3.874514, 0.609745], [9.065860, 5.534822, 0.235219], [6.146141, 2.827520, -0.927561], [6.369063, 2.859514, -2.635902], [4.943436, 3.612617, -2.018093], [-4.068096, -0.330533, -7.183962], [-3.323196, -0.992562, -8.258273], [-4.190847, -1.356762, -9.348171], [-3.607944, -0.266224, -6.197951], [-5.031211, -0.784884, -6.951381], [-4.349659, 0.698934, -7.405362], [-2.646662, -1.812487, -8.017188], [-2.552934, -0.310602, -8.618439], [-3.733133, -1.963509, -9.934641], [2.534692, -1.296132, -6.980983], [2.342715, -1.069299, -5.485218], [3.710126, -1.056459, -5.057610], [3.017022, -2.258858, -7.150146], [3.165923, -0.516642, -7.407671], [1.585546, -1.245933, -7.514547], [1.716069, -1.865388, -5.083157], [1.756361, -0.180068, -5.253786], [4.092035, -1.931597, -5.157055], [-2.269409, -3.652579, 1.438726], [-3.236174, -3.706450, 2.627976], [-2.767394, -4.644713, 3.451344], [-2.364914, -4.498567, 0.758074], [-1.275718, -3.517742, 1.865912], [-2.511111, -2.782583, 0.828167], [-4.230331, -4.064666, 2.360686], [-3.341314, -2.759151, 3.156818], [-2.103739, -4.343883, 4.076382], [-0.490517, -0.054280, 6.020662], [0.426368, -1.249995, 6.383848], [-0.199287, -2.575970, 6.328135], [-1.362986, 0.056441, 6.664587], [-0.769439, -0.125196, 4.969345], [0.055178, 0.887668, 6.075784], [0.783470, -1.013551, 7.386185], [1.335601, -1.216073, 5.783654], [-0.368475, -2.840237, 7.235404], [-7.472867, 0.794365, 1.686908], [-6.952085, -0.606920, 1.461344], [-7.318157, -1.305160, 2.633820], [-6.760229, 1.397376, 2.249627], [-8.409238, 0.753306, 2.243337], [-7.703242, 1.234991, 0.716923], [-5.862668, -0.573913, 1.447690], [-7.401825, -1.089983, 0.593886], [-7.115069, -0.759647, 3.397206], [-1.044389, 1.083128, -0.045681], [-0.654881, 0.993243, -1.494568], [0.728120, 0.709589, -1.386404], [-2.112561, 1.295610, -0.001224], [-0.605394, 1.979792, 0.391774], [-0.722167, 0.231258, 0.553139], [-0.830609, 1.993113, -1.891401], [-1.268096, 0.195387, -1.913484], [1.073088, 0.609693, -2.276692]],
  "forces_ev_per_angstrom": [[0.0, 1.5, -1.4], [-0.3, -1.8, 0.4], [-1.0, 2.6, -0.3], [3.1, 1.3, -4.1], [-0.3, -1.7, -0.9], [0.1, -1.0, 4.1], [-0.5, -0.6, 0.8], [0.1, -0.5, 0.5], [-0.1, -0.2, -0.4], [0.2, 0.0, 0.4], [-0.4, -0.2, 0.7], [-0.5, 0.6, -0.4], [0.2, 0.9, 0.3], [-0.6, -0.3, 0.3], [-0.1, -0.5, 0.0], [1.7, -0.2, 1.6], [1.4, -0.2, -0.4], [-3.5, -0.1, -1.9], [-0.3, -0.4, 0.4], [-1.0, 0.6, 1.4], [2.2, 1.6, -0.5], [0.5, -2.4, -0.3], [-0.6, -0.1, -0.2], [0.2, -0.1, 0.1], [0.0, 0.6, 0.0], [-0.5, 0.0, 0.0], [0.0, 0.2, -0.3], [0.1, -0.4, -0.3], [-0.2, 0.4, 0.2], [0.1, 0.3, 0.2], [0.3, -0.5, -0.2], [-0.1, 1.4, 1.3], [1.3, -2.9, 0.4], [2.1, -1.0, -1.3], [0.6, -0.1, 2.0], [-2.2, 1.7, 0.2], [-0.3, -0.2, -1.8], [-0.2, 0.0, -0.6], [-0.5, -0.5, 0.3], [-0.1, -0.2, -0.3], [-1.0, 0.5, -0.6], [-0.5, 0.7, 0.1], [0.1, -0.1, -0.6], [0.0, 0.1, 0.9], [0.4, 1.1, 0.1], [-0.5, -0.6, 0.3], [0.7, 1.9, -0.8], [0.2, -2.0, 1.0], [-0.2, 0.0, -1.4], [0.9, 1.4, 0.4], [-0.4, -1.3, 2.8], [-0.9, 1.4, -1.8], [0.1, -0.5, 0.1], [-0.7, 0.5, 0.8], [0.0, -0.3, -0.4], [0.3, -0.2, 0.0], [0.1, -0.1, -0.5], [0.2, 0.3, -0.2], [-0.1, -0.6, -0.2], [0.3, -0.1, 0.1], [-0.5, 0.6, 0.5], [2.1, 0.7, -0.2], [-2.0, 0.7, 0.6], [-0.9, 0.4, -1.9], [1.0, -0.2, -0.2], [0.8, -0.9, -1.1], [0.5, -1.7, 3.2], [-0.1, -0.3, -0.1], [0.2, 0.0, -0.3], [-0.2, -0.2, 0.2], [-0.7, -0.8, -0.7], [-0.7, 0.0, -0.5], [-0.1, 0.5, 0.3], [0.3, 0.3, -0.1], [0.2, 0.8, 0.4], [-1.7, 0.7, 1.7], [1.6, -0.3, -1.8], [-0.1, 0.2, 0.6], [0.7, -0.2, -0.2], [0.0, -0.5, -0.3], [0.2, 0.1, -0.4], [-0.7, -0.7, 0.8], [-0.1, 0.6, -0.3], [0.1, 0.0, 0.0], [-1.2, 0.5, -0.4], [0.8, -1.0, -1.7], [-0.5, 0.8, 1.7], [-0.1, 0.0, -0.1], [0.1, 0.0, 0.2], [-0.1, -0.3, -0.2], [0.4, -0.4, 0.4], [0.9, 0.5, 0.1], [-0.2, -0.1, -0.1], [-1.0, 1.3, -0.2], [-0.3, 1.0, -1.9], [0.9, -3.2, 3.1], [0.2, -0.3, 0.4], [0.1, -0.2, -0.4], [0.2, 0.3, -0.2], [-0.2, 0.4, -0.4], [0.0, 0.4, -0.3], [0.0, 0.2, -0.2], [0.4, -0.6, -0.6], [-0.6, 0.5, 0.7], [0.6, 1.6, -0.2], [0.0, -0.3, -0.1], [-0.4, -0.1, 0.0], [0.3, -0.1, 0.3], [0.0, -0.5, 0.3], [-0.2, -0.4, -0.4], [-0.1, 0.0, 0.0], [-0.3, 0.4, -1.1], [0.0, 0.8, 1.5], [-0.2, -1.6, 0.2], [0.0, 0.1, -0.1], [0.0, -0.1, -0.1], [0.2, 0.6, 0.1], [0.2, -0.2, -0.8], [0.2, -0.1, 0.2], [0.1, 0.0, 0.0], [-0.8, 1.1, 0.5], [0.2, 0.1, 2.0], [0.3, -0.3, -1.1], [-0.2, -0.5, 0.3], [0.3, 0.0, 0.0], [-0.3, -0.1, -0.2], [-0.1, -0.2, -0.7], [0.3, 0.0, -0.7], [0.3, 0.0, -0.1]],
  "orbital_gap_ev": 9.635,
  "e_above_lowest_ev": 4.520,
  "lumo_energy_ev": -0.17
}

=====

Results for DFT total energy: -49673.1866, -126395.1109 (in eV, following the order of the records).